(a)
C2H4S3 | ωB97M-V/def2-TZVPD

Atoms and positions in Å:
C -1.0367 -0.7629 1.0413
S -0.2017 -0.5766 -0.6532
C 0.8792 0.8063 -0.5098
S 0.8553 1.9769 0.6497
S 1.9729 0.9241 -1.8607
H -0.4444 -0.4647 1.9579
H -1.0977 -1.8266 1.2002
H -1.9954 -0.3226 0.9529
H 1.0686 0.2462 -2.7782

Spin multiplicity: 1
Total charge: 0
HOMO level, eV: -8.754


(b)
C2H4S3 | ωB97M-V/def2-TZVPD

Atoms and positions in Å:
C 0.6937 0.9286 0.0657
C 0.0739 -0.4283 0.1902
S -2.0859 0.0392 0.4346
S 0.4912 -1.8567 1.2144
S 0.3112 -1.7750 -0.8725
H 0.8649 1.5765 0.8954
H 0.3430 1.3735 -0.8879
H 1.7985 0.6576 -0.1966
H -2.4905 -0.5154 -0.8433

Spin multiplicity: 1
Total charge: 0
HOMO level, eV: -8.759


(c)
C2H4S3 | ωB97M-V/def2-TZVPD

Atoms and positions in Å:
C -0.2435 1.2114 -0.0027
C -0.0302 -0.3347 0.0279
S 1.7337 -0.7007 -0.1764
S -1.3191 -1.0885 -1.1342
S -0.8330 -1.4864 1.1205
H 0.3106 1.5910 0.8167
H -1.3810 1.1745 -0.0521
H 0.1037 1.4239 -1.0172
H 1.6589 -1.7905 0.4174

Spin multiplicity: 1
Total charge: 0
HOMO level, eV: -8.915


Least stable: (b)


(a)
C5H8ClNO | ωB97M-V/def2-TZVPD

Atoms and positions in Å:
C 2.4074 -0.4367 1.9497
C 2.2102 -0.3017 0.6451
Cl 2.2407 -1.6444 -0.5695
C 2.0109 0.9222 -0.0004
N 1.7702 1.9316 -0.4518
H 2.4505 0.3923 2.7135
H 2.6419 -1.2724 2.6115
C -1.7661 1.1881 -0.7009
O -0.9665 0.0860 -1.0105
C -1.6672 -1.1341 -0.8771
H -1.7942 1.4174 0.4383
H -2.8220 1.2518 -1.0450
H -1.0297 1.9906 -1.0850
H -2.6080 -0.9314 -0.2754
H -1.0439 -1.9776 -0.4643
H -2.0342 -1.4819 -1.8782

Spin multiplicity: 1
Total charge: 0
HOMO level, eV: -9.614


(b)
C5H8ClNO | ωB97M-V/def2-TZVPD

Atoms and positions in Å:
O 0.2627 0.4627 -2.6979
C -0.1875 0.1613 -1.4245
C 0.7070 -0.6556 -0.5611
N 0.2418 -1.5856 0.4456
C -0.0155 -0.7409 1.6095
C -0.3408 0.7262 1.0913
Cl -2.1102 0.9906 0.9962
C 0.3825 0.8237 -0.2214
H 0.0740 1.3967 -2.8741
H -1.2489 -0.0874 -1.3858
H 1.6563 -0.8703 -1.0404
H -0.6544 -1.9459 0.1317
H -0.7708 -1.1406 2.3199
H 0.9276 -0.5971 2.1453
H -0.0274 1.4710 1.8851
H 1.1035 1.5913 -0.4194

Spin multiplicity: 1
Total charge: 0
HOMO level, eV: -9.406


Least stable: (a)


(a)
C3H9NO3 | ωB97M-V/def2-TZVPD

Atoms and positions in Å:
C -2.2430 0.3652 -0.1368
C -1.0227 0.1825 0.7293
N -0.4207 -1.1536 0.6017
C 0.1422 1.0721 0.0650
O 0.4572 2.1381 0.5149
O 0.7973 0.4605 -0.9428
H -2.7495 1.3554 -0.1542
H -2.1443 0.0008 -1.1862
H -3.0150 -0.3653 0.3163
H -1.2484 0.6119 1.7319
H 0.2361 -1.2646 1.3784
H -1.1108 -1.8960 0.6842
H 1.5793 1.0078 -1.3790
O 2.1238 -2.1891 -0.6382
H 1.5845 -2.9920 -0.4096
H 1.5274 -1.3777 -0.6104

Spin multiplicity: 1
Total charge: 0
HOMO level, eV: -9.936


(b)
C3H9NO3 | ωB97M-V/def2-TZVPD

Atoms and positions in Å:
O -0.8913 -0.9331 1.1057
C -1.2735 -0.2706 0.1636
C -1.4277 -0.8680 -1.2056
O -1.1393 -2.2438 -1.1991
H -1.7527 0.7072 0.2987
H -0.7620 -0.3478 -1.9085
H -2.4601 -0.7124 -1.5512
H -0.9024 -2.4709 -0.2842
C 1.0274 1.3639 1.3255
O 0.6441 1.1512 -0.0207
N 1.5661 0.2960 -0.7672
H 0.9753 0.4247 1.8907
H 0.3244 2.0868 1.7376
H 2.0495 1.7708 1.3849
H 1.5266 -0.6352 -0.3512
H 2.4954 0.6812 -0.6190

Spin multiplicity: 1
Total charge: 0
HOMO level, eV: -10.136


(c)
C3H9NO3 | ωB97M-V/def2-TZVPD

Atoms and positions in Å:
N -0.7799 0.7357 -1.1740
C -0.2619 0.2444 -0.0040
O 0.1703 0.9479 0.8784
C -0.3635 -1.2658 0.1626
C -1.6894 -1.7384 0.7475
O -1.5038 -2.9369 1.5352
H -0.5959 1.7232 -1.3057
H -0.6930 0.2019 -2.0259
H 0.4776 -1.5678 0.7778
H -0.2082 -1.7077 -0.8212
H -2.4366 -1.9631 0.0012
H -2.0492 -0.9821 1.4455
H -0.9281 -2.6799 2.2591
O 3.7713 3.4106 -1.0651
H 3.8499 3.4031 -0.1094
H 3.2404 4.1750 -1.3020

Spin multiplicity: 1
Total charge: 0
HOMO level, eV: -9.968


Least stable: (b)


(a)
C3H9NO3 | ωB97M-V/def2-TZVPD

Atoms and positions in Å:
C 0.9919 1.4367 0.6281
C -0.2850 1.0161 1.3928
O -0.3505 1.0989 2.5934
N -1.1520 0.2451 0.6470
C -1.0172 -0.3391 -0.6223
O -0.9256 -1.7726 -0.5709
H 1.4753 0.5415 0.2521
H 0.7266 2.1185 -0.1921
H 1.6403 2.0174 1.2705
H -2.0753 0.1893 1.0504
H -1.7604 -0.1134 -1.3897
H -0.1221 -0.0363 -1.1665
H -1.7286 -2.1120 -0.1968
O 2.1375 -1.1500 -2.8926
H 2.0289 -1.9376 -3.4004
H 2.5958 -0.5808 -3.4977

Spin multiplicity: 1
Total charge: 0
HOMO level, eV: -9.783


(b)
C3H9NO3 | ωB97M-V/def2-TZVPD

Atoms and positions in Å:
C -1.6248 -1.2237 -0.0498
O -1.6213 0.1763 0.0863
C -0.2105 0.9677 -0.5017
N 0.5073 0.3809 -1.4948
C 0.1385 0.8298 0.9228
O 1.8118 0.9305 0.8621
O 2.3048 -0.4044 0.5769
H -1.0216 -1.7194 0.7205
H -2.6642 -1.5567 -0.0249
H -1.1965 -1.5519 -1.0094
H -0.6457 1.9275 -0.7714
H 0.1999 0.5438 -2.4416
H 1.0586 -0.4265 -1.2267
H -0.0258 1.7317 1.4990
H 0.0637 -0.0513 1.5519
H 2.9258 -0.5541 1.3009

Spin multiplicity: 1
Total charge: 0
HOMO level, eV: -9.060


Least stable: (b)


(a)
CH2NO4P | ωB97M-V/def2-TZVPD

Atoms and positions in Å:
C -0.1585 1.4665 0.2471
N 0.1084 0.3540 -0.5695
O 2.3300 0.8909 2.8517
O -0.0227 1.0807 3.8944
O -0.7431 2.4905 -0.1841
O 0.6732 -1.0788 2.6657
P 0.8570 0.4342 2.9017
H -0.1900 0.2343 -1.6397
H 0.2758 -0.4387 0.1187

Spin multiplicity: 1
Total charge: -2
HOMO level, eV: 1.080


(b)
CH2NO4P | ωB97M-V/def2-TZVPD

Atoms and positions in Å:
C 0.9815 -1.7279 -0.5100
N 0.3591 -0.8217 -0.1223
O -1.4068 0.3002 -1.7755
O -2.0487 0.1786 0.7571
O 1.5859 -2.7291 -0.8116
O -0.1712 1.8330 -0.0388
P -0.9529 0.3922 -0.3156
H 0.2857 1.5718 0.9786
H 1.3674 1.0029 1.8380

Spin multiplicity: 1
Total charge: -2
HOMO level, eV: 0.990


Least stable: (a)


(a)
C5H7N3 | ωB97M-V/def2-TZVPD

Atoms and positions in Å:
C 2.5006 0.4831 0.1105
N 2.1986 -0.8648 -0.1177
N 1.0299 -1.4159 -0.2419
C -0.1902 -0.6111 -0.1989
C -0.5987 0.7842 -0.4017
C -1.9394 0.6655 -0.0902
N -2.4063 -0.5204 0.0212
C -1.2913 -1.3276 -0.0262
H 3.6370 0.3307 0.0112
H 2.3394 0.9221 1.1976
H 2.2445 1.3381 -0.6435
H -0.0103 1.6019 -0.3524
H -2.5843 1.6207 0.2706
H -3.5031 -0.6773 0.2320
H -1.4265 -2.3291 0.2294

Spin multiplicity: 1
Total charge: 0
HOMO level, eV: -8.531


(b)
C5H7N3 | ωB97M-V/def2-TZVPD

Atoms and positions in Å:
C 2.0306 1.4304 -0.0195
C 0.6343 -0.4050 -0.3584
C -1.6750 -0.2167 -0.1409
C -3.1472 -0.3823 0.1509
C 1.6628 -1.2878 -0.2753
H 1.9965 1.5615 1.1686
H 2.9411 0.6708 -0.2839
H 1.7942 2.7036 -0.5121
H -0.2548 -2.0357 0.2128
H -1.2502 0.8199 -0.1004
H -3.7589 0.6811 0.0745
H -3.7502 -1.2533 0.1712
N 0.7411 0.8531 -0.0217
N -0.5842 -1.1026 -0.2879
N 2.6197 -2.0370 0.2221

Spin multiplicity: 1
Total charge: 0
HOMO level, eV: -8.512


(c)
C5H7N3 | ωB97M-V/def2-TZVPD

Atoms and positions in Å:
N 2.6437 0.0838 -0.4873
C 1.5989 -0.3156 0.4297
C 0.2961 -0.7899 -0.1911
C -1.0817 -1.3263 -0.0835
N -2.0536 -0.4865 -0.0973
N -1.7797 0.9024 -0.2551
C -0.6541 1.4133 0.0762
C 0.2384 0.4115 0.6984
H 2.3359 0.8727 -1.0755
H 3.4654 0.3938 -0.0081
H 2.0144 -0.9205 1.2703
H 0.3618 -0.3654 -1.2215
H -1.4468 -2.3181 -0.1393
H -0.5243 2.4462 -0.1130
H -0.2647 0.0359 1.5865

Spin multiplicity: 1
Total charge: 0
HOMO level, eV: -9.303


(d)
C5H7N3 | ωB97M-V/def2-TZVPD

Atoms and positions in Å:
C 1.2347 -2.0733 -1.4519
C 0.2859 -0.8646 -0.8571
C 0.2860 0.7794 0.9472
C 0.7821 1.5583 1.8444
C -1.1769 0.9046 0.6970
H 2.2378 -1.7069 -1.4676
H 0.6012 -2.3426 -2.4567
H 1.0492 -2.9094 -0.7891
H -1.3749 -0.9500 -2.1540
H 1.3641 -1.0440 0.9391
H 1.7229 1.6135 2.1091
H 0.2599 2.3175 2.2417
N -0.6256 -0.3238 -1.5227
N 0.9266 -0.0076 0.1811
N -2.3484 0.7880 0.5560

Spin multiplicity: 1
Total charge: 0
HOMO level, eV: -9.050


Least stable: (b)